1.
{
  "formula": "C54H45N9O4SSeSn",
  "method": "the ωB97M-V functional and the def2-TZVPD basis",
  "species": ["Sn", "C", "N", "C", "C", "C", "C", "C", "N", "C", "C", "C", "C", "C", "C", "H", "H", "H", "H", "H", "H", "H", "H", "H", "H", "H", "C", "O", "C", "C", "C", "C", "C", "C", "N", "C", "C", "C", "C", "C", "C", "C", "O", "H", "H", "H", "H", "H", "H", "H", "H", "H", "H", "H", "H", "H", "Se", "C", "C", "C", "N", "C", "C", "H", "H", "H", "H", "S", "C", "N", "N", "C", "N", "C", "C", "C", "C", "C", "C", "H", "H", "H", "H", "H", "H", "O", "C", "N", "C", "C", "O", "N", "C", "C", "C", "C", "C", "C", "C", "C", "C", "C", "C", "C", "H", "H", "H", "H", "H", "H", "H", "H", "H", "H", "H"],
  "xyz": [[0.30571, 0.39050, 0.83520], [0.20511, -0.57631, 3.52078], [1.21419, 0.30286, 2.94076], [1.84967, 1.07462, 3.73759], [2.84331, 2.03163, 3.35244], [3.33097, 3.06531, 4.13544], [4.22325, 3.81457, 3.34746], [4.26368, 3.20764, 2.11140], [3.44766, 2.12265, 2.12039], [-1.05365, 0.12674, 3.98987], [-1.93828, -0.57347, 4.80730], [-3.12276, 0.00617, 5.23166], [-3.43392, 1.30516, 4.84913], [-2.54952, 2.01305, 4.05128], [-1.36587, 1.42787, 3.61969], [0.62597, -1.13986, 4.36040], [-0.07985, -1.30076, 2.75077], [1.61830, 1.08074, 4.80964], [3.02675, 3.26977, 5.14992], [4.76796, 4.69678, 3.63674], [4.81682, 3.46602, 1.22331], [-1.69019, -1.58478, 5.11254], [-3.79760, -0.55152, 5.86845], [-4.35704, 1.76176, 5.18234], [-2.77402, 3.02993, 3.75527], [-0.68787, 2.00032, 2.99758], [-5.69430, 0.10428, 2.41218], [-4.99675, 0.46209, 1.23270], [-4.23122, 1.58054, 1.24730], [-4.29598, 2.55600, 2.23604], [-3.54089, 3.71498, 2.13661], [-2.71116, 3.91682, 1.04525], [-2.64236, 2.94813, 0.06191], [-3.37824, 1.77281, 0.15781], [-3.30990, 0.87648, -0.92549], [-3.55473, -0.41285, -1.01545], [-3.59633, -1.36834, -0.00020], [-4.27968, -2.59030, -0.25489], [-4.34062, -3.58222, 0.67248], [-3.67878, -3.39970, 1.91437], [-2.97338, -2.26626, 2.18198], [-2.85502, -1.20072, 1.22487], [-2.10280, -0.21205, 1.45900], [-6.06447, -0.90343, 2.24335], [-6.53545, 0.77748, 2.59523], [-5.02743, 0.10300, 3.27718], [-4.95427, 2.42145, 3.08131], [-3.61424, 4.46524, 2.91293], [-2.11435, 4.81305, 0.96153], [-1.99334, 3.08494, -0.79421], [-2.92158, 1.28646, -1.76919], [-3.68267, -0.75418, -2.04126], [-4.78821, -2.69951, -1.20715], [-4.87015, -4.50221, 0.46692], [-3.73852, -4.18154, 2.66269], [-2.47136, -2.12258, 3.13151], [3.38258, 0.90350, 0.69296], [5.22153, 0.35631, 0.85395], [5.87481, 0.35881, 2.07793], [7.20628, -0.02495, 2.10801], [7.89547, -0.40323, 1.03393], [7.24950, -0.40330, -0.12919], [5.92090, -0.03415, -0.27676], [5.37584, 0.66034, 2.98971], [7.75014, -0.03209, 3.04616], [7.82891, -0.70821, -0.99337], [5.43779, -0.05617, -1.24401], [1.09626, 5.34020, 0.69398], [0.75855, 3.78268, 0.83907], [0.51010, 2.63502, 0.94546], [1.93177, -4.22721, 1.40974], [2.02594, -2.87305, 1.51586], [1.19689, -2.24329, 0.73724], [0.50727, -3.23201, 0.05166], [-0.46473, -3.12332, -0.93955], [-0.97754, -4.29341, -1.46171], [-0.53715, -5.55003, -1.02061], [0.43813, -5.67483, -0.04988], [0.95553, -4.49363, 0.46851], [2.47836, -4.90219, 1.91386], [2.74070, -2.38729, 2.16335], [-0.78607, -2.15018, -1.29092], [-1.73871, -4.24287, -2.22927], [-0.96960, -6.44129, -1.45588], [0.79407, -6.64435, 0.27357], [3.26681, -0.67530, -1.29990], [2.29019, -0.37352, -1.98192], [2.22992, -0.54252, -3.34201], [1.07742, 0.15179, -3.89721], [0.33858, 0.48186, -2.57517], [-0.79298, 0.94601, -2.53501], [1.11576, 0.17719, -1.52221], [1.52402, 1.41809, -4.61839], [1.21049, 2.69155, -4.16135], [1.69513, 3.81205, -4.82590], [2.49487, 3.66951, -5.94759], [2.81116, 2.39805, -6.40965], [2.32561, 1.28180, -5.75046], [0.18213, -0.74062, -4.74339], [0.08845, -2.09910, -4.45704], [-0.79876, -2.90446, -5.15541], [-1.60591, -2.36064, -6.14495], [-1.51143, -1.00829, -6.43806], [-0.62296, -0.20161, -5.74098], [3.06990, -0.69961, -3.87254], [0.58680, 2.81621, -3.28634], [1.44719, 4.79911, -4.45776], [2.86890, 4.54364, -6.46439], [3.43702, 2.27629, -7.28439], [2.55892, 0.29080, -6.12567], [0.71931, -2.52630, -3.68811], [-0.85599, -3.96118, -4.92592], [-2.30160, -2.98776, -6.68762], [-2.12920, -0.57715, -7.21547], [-0.55391, 0.85308, -5.97371]],
  "forces_ev_per_angstrom": [[-0.7035, -0.0046, -1.5159], [-0.2095, -0.1474, 0.6258], [0.0750, -0.2770, 0.7541], [0.1875, 0.5122, 0.0814], [0.0692, -0.3474, 0.2643], [0.0331, 0.1718, 0.0365], [-0.0382, -0.0759, 0.1100], [-0.0955, -0.0302, 0.1301], [0.1347, 0.0695, -0.4436], [0.0241, 0.0740, 0.3439], [0.2291, 0.1270, 0.0674], [-0.0236, 0.0908, -0.0120], [0.2483, -0.1973, 0.2717], [0.7339, 0.0137, 0.7774], [0.0299, 0.0794, 0.3467], [0.0359, -0.0148, -0.0558], [-0.0128, -0.1038, 0.1003], [-0.0048, -0.0671, -0.0943], [-0.0090, 0.0016, 0.0009], [-0.0377, 0.0298, -0.0074], [0.0106, -0.0248, 0.0027], [-0.0095, 0.0080, 0.0560], [-0.0182, -0.0158, 0.0116], [-0.0192, 0.0194, 0.0697], [0.6186, -0.6627, 0.8745], [-0.0417, 0.0958, 0.0033], [-0.0094, 0.0174, 0.1256], [-0.0526, 0.3370, -0.0043], [-0.3709, 0.1684, 0.2639], [-0.7470, 0.0720, -0.8885], [-0.4554, 0.3566, -1.1008], [-0.1427, 0.1058, 0.2423], [0.0219, -0.2747, -0.1171], [0.1983, 0.2977, -0.1355], [0.2066, 0.3877, -0.1515], [0.0978, -0.4504, -0.0392], [0.1722, -0.2236, -0.1889], [0.0457, -0.0050, -0.0605], [-0.0408, -0.0686, -0.0920], [0.0456, 0.1452, 0.0307], [0.0253, -0.2922, 0.0637], [0.1156, 0.0906, 0.2056], [-0.7098, -0.3874, -0.2796], [-0.0209, -0.0218, -0.0211], [-0.0252, 0.0254, -0.0136], [-0.0405, -0.0223, -0.0932], [-0.0247, -0.0293, -0.1217], [-0.0444, 0.1027, -0.0664], [0.0630, 0.0379, -0.0102], [0.0638, -0.0134, -0.0237], [-0.1004, 0.0359, 0.0049], [0.0050, 0.0272, 0.0524], [0.0228, -0.0285, -0.0146], [-0.0280, 0.0136, 0.0092], [0.0196, -0.0143, 0.0075], [-0.0962, -0.1180, -0.1968], [0.2012, 0.4120, -0.3134], [-0.0933, -0.1780, 0.1137], [-0.0353, 0.0037, 0.0414], [0.0621, -0.0213, -0.0656], [0.0218, -0.0139, 0.0221], [0.0111, 0.0228, 0.1056], [-0.0560, 0.0176, -0.1372], [-0.0120, 0.0095, 0.0023], [-0.0323, 0.0186, 0.0271], [-0.0306, -0.0028, -0.0279], [0.0694, -0.0152, 0.0659], [0.0192, 0.3670, -0.0289], [0.0088, -0.5170, -0.0221], [0.2718, 0.2064, 0.0396], [0.0328, -0.0815, 0.0574], [0.0196, 0.0200, -0.0995], [0.1824, 0.0826, 0.0691], [0.0624, -0.1478, 0.0090], [-0.0558, 0.0610, -0.0127], [-0.0456, 0.0654, -0.0076], [0.0199, -0.0186, 0.0524], [0.0619, -0.0494, -0.0474], [-0.0836, 0.1424, -0.0377], [0.0278, 0.0302, -0.0039], [-0.0096, -0.0376, 0.0550], [-0.0509, -0.0038, 0.0118], [-0.0038, 0.0085, -0.0111], [0.0102, -0.0089, 0.0045], [-0.0291, -0.0077, 0.0049], [0.1391, -0.1296, 0.0679], [-0.2811, 0.1816, -0.2840], [-0.1129, -0.1389, -0.0561], [0.0276, -0.0530, -0.0150], [-0.1576, 0.0725, 0.0691], [-0.1611, 0.0550, 0.0110], [0.5180, -0.0119, 0.0431], [0.0142, 0.0194, 0.0348], [0.0222, -0.0296, 0.0256], [0.0093, 0.0144, -0.0212], [-0.0181, 0.0064, -0.0022], [0.0181, -0.0305, -0.0080], [-0.0265, 0.0113, -0.0084], [0.0207, -0.0112, -0.0097], [0.0265, 0.0063, -0.0329], [-0.0066, -0.0122, 0.0112], [-0.0016, 0.0036, -0.0014], [0.0053, 0.0113, -0.0052], [-0.0045, -0.0008, 0.0437], [0.0581, 0.0680, 0.0534], [-0.0040, 0.0187, -0.0080], [-0.0024, -0.0037, 0.0111], [0.0112, 0.0034, 0.0063], [-0.0093, 0.0056, -0.0105], [0.0007, 0.0013, -0.0114], [-0.0054, -0.0070, 0.0290], [-0.0025, -0.0077, 0.0071], [0.0122, -0.0073, -0.0112], [-0.0081, 0.0043, 0.0063], [-0.0273, 0.0004, 0.0129]],
  "energy_ha": -5892.4968,
  "e_homo_ev": -7.26,
  "homo_lumo_gap_ev": 6.9,
  "lumo_ev": -0.3
}

2.
{
  "formula": "C20H43N2P3PtS",
  "method": "the ωB97M-V functional and the def2-TZVPD basis",
  "species": ["Pt", "P", "P", "P", "H", "C", "C", "H", "C", "C", "C", "C", "C", "C", "C", "C", "C", "H", "H", "H", "H", "H", "H", "H", "H", "H", "H", "H", "H", "H", "H", "H", "H", "H", "H", "H", "H", "H", "H", "H", "H", "H", "H", "H", "H", "H", "C", "C", "C", "C", "C", "C", "S", "H", "H", "H", "H", "H", "H", "C", "N", "C", "C", "N", "H", "H", "H", "H", "H", "H"],
  "xyz": [[-0.19709, 0.82877, 0.12421], [-2.41846, 1.71529, -0.24592], [0.30550, 1.04550, 2.42012], [-0.74637, -1.39211, 0.23115], [2.33106, 0.83745, -1.25975], [1.47472, 0.15940, -1.28161], [0.34453, 0.55756, -2.05335], [0.40123, 1.50420, -2.59514], [-2.76896, 3.41793, -0.82525], [-3.51984, 1.63950, 1.21221], [-3.24095, 0.79732, -1.58925], [1.94030, 0.42007, 2.95967], [0.22308, 2.68846, 3.21599], [-0.83273, 0.11138, 3.51765], [-0.88976, -2.28658, -1.35116], [-2.33462, -1.79989, 1.02523], [0.48352, -2.38434, 1.13915], [1.67865, -0.90359, -1.12317], [-0.29313, -0.21032, -2.49362], [-2.08988, 3.65008, -1.67042], [-2.58159, 4.12787, 0.00428], [-3.80503, 3.55852, -1.08779], [-3.15289, 2.31484, 2.00369], [-3.60799, 0.60254, 1.57410], [-4.50151, 1.99872, 0.84618], [-2.66122, 0.97513, -2.51289], [-4.24233, 1.26732, -1.65908], [-3.31498, -0.27281, -1.33183], [1.98955, 0.53507, 4.05797], [2.72978, 1.03156, 2.49726], [2.06619, -0.63866, 2.69595], [0.40657, 2.52910, 4.29354], [-0.77984, 3.12327, 3.08815], [0.99371, 3.35456, 2.79907], [-0.50578, 0.32696, 4.54877], [-0.77526, -0.97031, 3.35339], [-1.86069, 0.47767, 3.39127], [-1.13433, -3.33025, -1.09517], [0.06236, -2.26557, -1.89627], [-1.69628, -1.86349, -1.96537], [-2.35473, -2.89988, 1.08897], [-3.18184, -1.47010, 0.41234], [-2.40986, -1.39150, 2.03891], [0.17230, -3.43608, 1.03055], [0.51757, -2.12162, 2.20256], [1.47374, -2.26542, 0.67862], [2.87033, -5.73495, -2.02620], [4.02463, -6.36189, -1.50675], [5.07085, -6.70183, -2.36440], [4.97981, -6.42705, -3.73439], [3.83555, -5.80817, -4.25436], [2.78323, -5.46390, -3.40849], [1.53492, -5.27383, -1.00408], [2.02878, -5.69773, 0.18754], [4.06584, -6.56273, -0.43706], [5.96071, -7.18323, -1.96028], [5.80194, -6.69534, -4.40194], [3.75201, -5.58937, -5.31768], [1.87776, -4.98141, -3.78255], [-0.81439, 6.24009, 1.61913], [-0.56247, 5.60669, 0.31211], [-0.58113, 6.39569, -0.93694], [-0.11502, 4.36461, 0.29671], [0.13815, 3.22554, 0.22475], [-0.91557, 7.29528, 1.41896], [0.04233, 6.03361, 2.27703], [-1.73391, 5.84799, 2.09136], [0.37691, 6.27239, -1.46020], [-1.39767, 6.08574, -1.61192], [-0.72000, 7.42029, -0.63420]],
  "forces_ev_per_angstrom": [[0.1348, 0.2610, 0.2915], [-0.7545, -0.1910, 0.1703], [-0.7960, -0.1579, 1.5443], [-1.0660, -1.3271, 0.2327], [-0.2481, -0.1626, 0.3881], [-0.8166, 0.7045, -2.2988], [1.7421, -0.5856, -0.0073], [-0.1477, -0.1559, 0.3100], [1.6152, 0.5708, 0.4822], [-0.0043, -0.1467, -0.3670], [0.1110, 0.1058, 0.4040], [0.0788, 0.2140, -0.2976], [0.1257, 0.0139, -0.0064], [0.2570, 0.3535, 0.1438], [0.0507, -0.1996, 0.1938], [0.1950, -0.5124, 0.0810], [-0.0654, -0.2481, -0.1948], [-0.1342, 0.4208, 0.2270], [0.0603, 0.4038, 0.2046], [-0.5789, 0.0045, 0.2884], [-0.1145, -0.3485, -0.4145], [-0.3711, -0.2787, -0.3111], [-0.1776, -0.3522, -0.2584], [-0.0421, 0.5378, -0.0076], [0.3185, -0.2246, 0.3955], [-0.4243, -0.2609, 0.3093], [0.3953, -0.5237, -0.2121], [-0.0761, 0.5139, -0.4062], [-0.0214, -0.0661, -0.4421], [-0.1251, -0.3316, 0.1738], [0.0716, 0.4059, 0.0760], [-0.0361, 0.2333, -0.4348], [0.3015, -0.1071, 0.0544], [-0.2480, -0.1848, 0.2701], [-0.2315, -0.2011, -0.2862], [-0.0943, 0.3402, 0.0915], [0.2530, -0.2165, 0.0682], [0.0206, 0.2989, -0.2513], [-0.3121, -0.0661, 0.0267], [0.2643, -0.2003, 0.1161], [-0.2688, 0.2955, 0.0688], [0.2035, -0.1066, 0.1954], [-0.0430, -0.1064, -0.3412], [0.1404, 0.2937, 0.2137], [0.0484, -0.1567, -0.3357], [-0.1985, -0.0169, 0.2530], [-0.5618, 0.1589, 0.7426], [1.1759, -0.5246, -0.1704], [-0.5905, 0.0309, 1.4448], [0.2620, -0.0952, -0.2581], [-1.4572, 0.6350, 0.2614], [0.3046, 0.0870, -1.2221], [0.9367, -0.4590, -0.5496], [-0.0108, 0.0064, -0.3553], [0.2253, -0.0873, -0.2853], [-0.2330, 0.1087, -0.1035], [-0.2444, 0.0617, 0.2176], [0.0753, -0.1019, 0.2470], [0.3417, -0.1937, -0.1128], [0.0413, -0.0625, 0.0519], [0.3881, 0.2452, 0.1205], [0.0820, -0.0788, -0.0716], [-0.1436, -0.8011, -0.4216], [0.5003, 2.0497, -0.1104], [-0.0758, 0.2749, 0.2341], [-0.1924, 0.0582, -0.1024], [0.2513, -0.0013, -0.3000], [-0.1475, -0.0774, 0.1134], [0.1573, -0.1040, 0.3458], [-0.0764, 0.3338, -0.1172]],
  "total_charge": 4,
  "energy_ha": -2437.3621,
  "e_homo_ev": [-17.32, -19.36],
  "s_squared": 6.05,
  "homo_lumo_gap_ev": [7.2, 3.9],
  "spin_multiplicity": 5,
  "lumo_ev": [-10.1, -15.5]
}

Here are the calculated energy relative to the best compared isomer or geometry (same formula, charge and spin) numbers, same order: 8.1; 3.8 (kcal per mole).